Record 1
ORCA calculation (the ωB97M-V functional and the def2-TZVPD basis) on the molecule C5H8N2.

Geometry as XYZ:
```
15
Properties=species:S:1:pos:R:3
C 0.2177 0.4248 1.8295
N 0.0402 0.4524 0.3927
C -0.7169 1.3751 -0.2851
C -1.0294 0.8613 -1.5163
C -0.4322 -0.4299 -1.6002
C 0.2303 -0.6456 -0.4144
N 1.0765 -1.6740 0.0674
H 1.0064 -0.2877 2.0714
H 0.4834 1.4183 2.1986
H -0.7075 0.0950 2.3172
H -0.9402 2.3341 0.1635
H -1.5880 1.3691 -2.2918
H -0.4686 -1.1087 -2.4433
H 0.8076 -2.5884 -0.2717
H 2.0330 -1.5003 -0.2268
```

Results
- Relative energy (zero: lowest compared OMol25 entry of this formula, charge and spin): 39.8 kJ/mol
- Total charge: 0
- Gap between HOMO and LUMO: 8.887 eV

The natural (NBO) scheme yields these atomic charges, measured in e: number 1, C, carries -0.4051; number 2, N, carries -0.3464; number 3, C, carries -0.0764; number 4, C, carries -0.2919; number 5, C, carries -0.3382; number 6, C, carries 0.2836; number 7, N, carries -0.8497; number 8, H, carries 0.2310; number 9, H, carries 0.2033; number 10, H, carries 0.1966; number 11, H, carries 0.2074; number 12, H, carries 0.2201; number 13, H, carries 0.2177; number 14, H, carries 0.3772; number 15, H, carries 0.3707

Record 2
ORCA calculation (the ωB97M-V functional and the def2-TZVPD basis) on the molecule C5H8N2.

Geometry as XYZ:
```
15
Properties=species:S:1:pos:R:3
C -2.4919 0.8669 0.1862
C -1.5282 0.5544 -0.9308
C 1.1703 0.1049 -0.3446
C -0.0976 0.6668 -0.8003
N -0.5804 1.6390 -1.4383
N 1.1381 -0.8576 0.4796
C 2.3939 -1.4382 0.8958
H -2.0916 1.6498 0.8379
H -3.4532 1.2079 -0.2127
H -2.6737 -0.0254 0.7962
H -1.9161 -0.1060 -1.7089
H 2.0934 0.5329 -0.7618
H 3.2557 -1.1200 0.2903
H 2.2994 -2.5273 0.8482
H 2.5758 -1.1765 1.9438
```

Results
- Relative energy (zero: lowest compared OMol25 entry of this formula, charge and spin): 248.0 kJ/mol
- Total charge: 0
- Gap between HOMO and LUMO: 10.026 eV

The natural (NBO) scheme yields these atomic charges, measured in e: number 1, C, carries -0.6335; number 2, C, carries -0.1167; number 3, C, carries 0.0392; number 4, C, carries 0.1754; number 5, N, carries -0.2930; number 6, N, carries -0.3281; number 7, C, carries -0.4465; number 8, H, carries 0.2150; number 9, H, carries 0.2124; number 10, H, carries 0.2194; number 11, H, carries 0.1795; number 12, H, carries 0.1709; number 13, H, carries 0.1757; number 14, H, carries 0.2141; number 15, H, carries 0.2161

Record 3
ORCA calculation (the ωB97M-V functional and the def2-TZVPD basis) on the molecule C5H8N2 in a non-equilibrium geometry.

Geometry as XYZ:
```
15
Properties=species:S:1:pos:R:3
C -1.6096 0.2045 0.5119
C -1.0517 -0.4515 -0.8172
N 0.3502 -0.1983 -0.6390
C 1.1586 -0.9204 0.1907
C 2.1055 -0.0369 0.6203
N 1.8446 1.2321 0.1512
C 0.7614 1.0983 -0.5664
H -2.0838 1.1785 0.3833
H -2.2544 -0.5098 1.0147
H -0.7866 0.3947 1.2395
H -1.2329 -0.1578 -1.8747
H -1.2839 -1.5242 -0.8351
H 0.9405 -1.9588 0.4017
H 2.9855 -0.2534 1.2022
H 0.1567 1.9028 -0.9832
```

Results
- Relative energy (zero: lowest compared OMol25 entry of this formula, charge and spin): 99.0 kJ/mol
- Total charge: 0
- Gap between HOMO and LUMO: 9.749 eV

The natural (NBO) scheme yields these atomic charges, measured in e: number 1, C, carries -0.6307; number 2, C, carries -0.2268; number 3, N, carries -0.3510; number 4, C, carries -0.1140; number 5, C, carries -0.0999; number 6, N, carries -0.4529; number 7, C, carries 0.1616; number 8, H, carries 0.2197; number 9, H, carries 0.2132; number 10, H, carries 0.2277; number 11, H, carries 0.2215; number 12, H, carries 0.2084; number 13, H, carries 0.2186; number 14, H, carries 0.2073; number 15, H, carries 0.1971

Record 4
ORCA calculation (the ωB97M-V functional and the def2-TZVPD basis) on C5H8N2 as an isolated structure in a non-equilibrium geometry.

Geometry as XYZ:
```
15
Properties=species:S:1:pos:R:3
C 1.0898 -0.4515 -0.9475
C 0.6932 0.3149 0.5496
C -0.1189 1.4610 -0.0406
N -1.0128 0.3625 -0.4685
C -0.6834 -0.3219 0.7868
C -0.6980 -1.7875 0.8902
N -0.6564 -2.9383 0.9991
H 0.6705 -0.0077 -1.8847
H 2.1577 -0.4449 -1.0529
H 0.7000 -1.4836 -1.0146
H 1.3093 0.5185 1.4678
H 0.4227 2.0500 -0.7862
H -0.6418 2.1254 0.6624
H -1.9512 0.5060 -0.7715
H -1.2807 0.0970 1.6104
```

Results
- Relative energy (zero: lowest compared OMol25 entry of this formula, charge and spin): 313.7 kJ/mol
- Total charge: 0
- Gap between HOMO and LUMO: 10.304 eV

The natural (NBO) scheme yields these atomic charges, measured in e: number 1, C, carries -0.5918; number 2, C, carries -0.1926; number 3, C, carries -0.2301; number 4, N, carries -0.6068; number 5, C, carries -0.1768; number 6, C, carries 0.2769; number 7, N, carries -0.3133; number 8, H, carries 0.2259; number 9, H, carries 0.1948; number 10, H, carries 0.2211; number 11, H, carries 0.2267; number 12, H, carries 0.1985; number 13, H, carries 0.1779; number 14, H, carries 0.3736; number 15, H, carries 0.2160

Record 5
ORCA calculation (the ωB97M-V functional and the def2-TZVPD basis) on C5H8N2 as an isolated structure in a non-equilibrium geometry.

Geometry as XYZ:
```
15
Properties=species:S:1:pos:R:3
C -2.7821 0.1788 0.0170
C -1.2710 0.0727 0.0373
C -0.5310 1.1369 -0.2634
N 0.8971 0.9141 -0.2974
C 1.3596 -0.3075 0.0299
N 2.7314 -0.7511 0.1192
C 0.9270 -1.4839 0.3275
H -3.2030 -0.4981 -0.7373
H -3.2202 -0.1247 0.9760
H -3.1786 1.1908 -0.2107
H -0.8143 2.1687 -0.5485
H 1.5651 1.6647 -0.2341
H 3.2480 -0.6240 0.9715
H 3.2376 -1.0025 -0.7120
H 1.0344 -2.5348 0.5249
```

Results
- Relative energy (zero: lowest compared OMol25 entry of this formula, charge and spin): 643.3 kJ/mol
- Total charge: 0
- Gap between HOMO and LUMO (spin up / spin down): 7.334 / 7.222 eV

The natural (NBO) scheme yields these atomic charges, measured in e: number 1, C, carries -0.6825; number 2, C, carries -0.1651; number 3, C, carries -0.2123; number 4, N, carries -0.5865; number 5, C, carries 0.2565; number 6, N, carries -0.7861; number 7, C, carries -0.0436; number 8, H, carries 0.2107; number 9, H, carries 0.2101; number 10, H, carries 0.1847; number 11, H, carries 0.1871; number 12, H, carries 0.4009; number 13, H, carries 0.3934; number 14, H, carries 0.3936; number 15, H, carries 0.2391

Record 6
ORCA calculation (the ωB97M-V functional and the def2-TZVPD basis) on the molecule C5H8N2.

Geometry as XYZ:
```
15
Properties=species:S:1:pos:R:3
C 0.5022 -1.4424 -1.9429
N 0.8263 -0.4410 -1.1807
C -0.1036 0.6454 -0.8720
C -0.1568 0.6661 0.4546
C -1.0919 1.3583 1.3820
C 0.8126 -0.4330 0.8791
N 1.7308 -0.6135 -0.2099
H 0.1418 -1.3422 0.7892
H 1.0526 -2.3543 -1.7568
H -0.2957 -1.3546 -2.6638
H -0.6610 1.1408 -1.6573
H -1.6767 0.6007 1.9198
H -1.7889 2.0123 0.8521
H -0.5539 1.9432 2.1356
H 1.2621 -0.3857 1.8710
```

Results
- Relative energy (zero: lowest compared OMol25 entry of this formula, charge and spin): 390.6 kJ/mol
- Total charge: 0
- Gap between HOMO and LUMO (spin up / spin down): 8.269 / 8.272 eV

The natural (NBO) scheme yields these atomic charges, measured in e: number 1, C, carries -0.1859; number 2, N, carries -0.0809; number 3, C, carries -0.1079; number 4, C, carries 0.0394; number 5, C, carries -0.6405; number 6, C, carries -0.2841; number 7, N, carries -0.4274; number 8, H, carries 0.1652; number 9, H, carries 0.2187; number 10, H, carries 0.1896; number 11, H, carries 0.2230; number 12, H, carries 0.2291; number 13, H, carries 0.2213; number 14, H, carries 0.2274; number 15, H, carries 0.2130

Record 7
ORCA calculation (the ωB97M-V functional and the def2-TZVPD basis) on a 2-piece molecular cluster, C5H8N2 overall in a non-equilibrium geometry.

Geometry as XYZ:
```
15
Properties=species:S:1:pos:R:3
C -0.1769 1.6091 1.1598
C 0.5281 0.4870 0.5030
C 1.8001 -0.1667 0.2606
N 0.4764 -0.7649 0.6284
C -1.0795 -1.9460 -1.0081
C -1.4891 -0.7252 -1.2245
N -1.5555 0.4735 -1.5093
H 0.3043 1.6728 2.1433
H -1.2333 1.3730 1.3099
H -0.0673 2.5692 0.6570
H -0.5825 0.8103 -1.3245
H 2.2017 -0.3522 -0.7343
H 2.5193 -0.2066 1.0769
H -0.6405 -2.3899 -1.8888
H -1.0055 -2.4433 -0.0495
```

Results
- Relative energy (zero: lowest compared OMol25 entry of this formula, charge and spin): 420.4 kJ/mol
- Total charge: 0
- Gap between HOMO and LUMO: 9.688 eV

The natural (NBO) scheme yields these atomic charges, measured in e: number 1, C, carries -0.6669; number 2, C, carries 0.1924; number 3, C, carries -0.3126; number 4, N, carries -0.3299; number 5, C, carries -0.5936; number 6, C, carries 0.4101; number 7, N, carries -0.6401; number 8, H, carries 0.2425; number 9, H, carries 0.2438; number 10, H, carries 0.2332; number 11, H, carries 0.3560; number 12, H, carries 0.1846; number 13, H, carries 0.1727; number 14, H, carries 0.2409; number 15, H, carries 0.2668

Record 8
ORCA calculation (the ωB97M-V functional and the def2-TZVPD basis) on the molecule C5H8N2 in a non-equilibrium geometry.

Geometry as XYZ:
```
15
Properties=species:S:1:pos:R:3
C 0.4792 -1.3570 -0.2643
C 0.0495 0.0932 -0.2710
C -1.3555 0.3466 0.2635
C -1.4972 -0.0885 1.6572
N -1.5746 -0.4647 2.7487
C 1.0829 1.1466 -0.1504
N 0.3718 0.9375 -1.4139
H -0.1708 -1.9591 -0.9082
H 1.5085 -1.4492 -0.6232
H 0.4337 -1.7734 0.7473
H -2.0818 -0.2080 -0.3423
H -1.6107 1.4074 0.1797
H 2.1215 0.8263 -0.0765
H 0.8681 2.0873 0.3518
H 0.9534 0.4372 -2.0817
```

Results
- Relative energy (zero: lowest compared OMol25 entry of this formula, charge and spin): 117.8 kJ/mol
- Total charge: 0
- Gap between HOMO and LUMO: 10.896 eV

The natural (NBO) scheme yields these atomic charges, measured in e: number 1, C, carries -0.6239; number 2, C, carries 0.0870; number 3, C, carries -0.5124; number 4, C, carries 0.2892; number 5, N, carries -0.3288; number 6, C, carries -0.2542; number 7, N, carries -0.5878; number 8, H, carries 0.2133; number 9, H, carries 0.2148; number 10, H, carries 0.2340; number 11, H, carries 0.2511; number 12, H, carries 0.2630; number 13, H, carries 0.1983; number 14, H, carries 0.2019; number 15, H, carries 0.3547

Record 9
ORCA calculation (the ωB97M-V functional and the def2-TZVPD basis) on a 2-piece molecular cluster, C5H8N2 overall.

Geometry as XYZ:
```
15
Properties=species:S:1:pos:R:3
C -1.5002 -0.6210 2.1410
N -0.6884 -0.3379 0.9671
C -0.6427 -1.1254 -0.2009
C 0.2426 -0.6026 -1.1101
C 0.6943 0.5607 -0.3261
C 1.6024 1.4899 -0.6655
N 0.0788 0.6756 0.9558
H -2.4665 -1.0109 1.8149
H -1.6251 0.3019 2.7061
H -0.9920 -1.3699 2.7540
H -1.2895 -1.9966 -0.2228
H 1.1240 -0.0980 -3.4544
H 1.4248 0.1870 -4.0807
H 2.0912 1.4294 -1.6331
H 1.8613 2.3016 0.0100
```

Results
- Relative energy (zero: lowest compared OMol25 entry of this formula, charge and spin): 514.4 kJ/mol
- Total charge: 0
- Gap between HOMO and LUMO: 6.871 eV

The natural (NBO) scheme yields these atomic charges, measured in e: number 1, C, carries -0.4203; number 2, N, carries -0.0356; number 3, C, carries -0.2321; number 4, C, carries -0.2339; number 5, C, carries -0.0635; number 6, C, carries -0.1421; number 7, N, carries -0.1781; number 8, H, carries 0.2237; number 9, H, carries 0.2368; number 10, H, carries 0.2280; number 11, H, carries 0.2073; number 12, H, carries 0.0369; number 13, H, carries -0.0562; number 14, H, carries 0.2235; number 15, H, carries 0.2057